(1)
19
Properties=species:S:1:pos:R:3:nbo_charge:R:1 method="wB97M-V/def2-TZVPD" charge=0 spin_multiplicity=1 gap_ev=9.367 smiles="C=C/N=C(/C)S.CC#N"
C 0.401 -1.307 0.389 0.254
H -0.606 -2.633 1.675 0.223
H 3.020 -0.663 -0.767 0.196
H -1.379 -1.051 1.447 0.265
H -0.312 1.666 -0.364 0.272
H 0.114 -1.142 2.384 0.237
H -1.645 1.983 -1.536 0.266
N -3.291 0.143 0.135 -0.335
H -1.728 2.853 -0.009 0.259
C 2.324 1.333 -0.945 -0.496
C -1.411 1.787 -0.470 -0.751
H 1.647 2.014 -0.464 0.201
C -0.394 -1.575 1.546 -0.692
S -0.301 -2.189 -1.052 -0.050
H -0.770 -3.154 -0.263 0.127
C -2.404 0.857 -0.089 0.284
H 3.212 1.434 -1.487 0.221
C 2.241 0.072 -0.503 0.005
N 1.285 -0.428 0.371 -0.487



(2)
19
Properties=species:S:1:pos:R:3:nbo_charge:R:1 method="wB97M-V/def2-TZVPD" charge=0 spin_multiplicity=1 gap_ev=8.775 smiles=CCN(C)c1cscn1
N -0.485 0.527 -0.602 -0.426
H -2.422 0.641 -0.094 0.198
H -1.869 -0.239 2.246 0.217
C 2.647 1.030 0.943 -0.074
H -2.053 -1.520 0.953 0.206
C -1.462 0.575 0.491 -0.213
H 1.783 -1.136 -1.558 0.239
H -0.457 -1.374 -1.705 0.176
N 1.371 1.213 0.748 -0.442
C 1.921 -0.342 -0.866 -0.510
S 3.498 -0.040 -0.206 0.366
H -0.679 -0.088 -2.672 0.198
H -1.086 1.420 1.039 0.223
H -0.393 -1.113 1.532 0.217
C -0.913 -0.375 -1.676 -0.417
C 0.967 0.384 -0.217 0.293
H -2.032 -0.299 -1.483 0.197
C -1.440 -0.680 1.376 -0.646
H 3.103 1.417 1.749 0.195



Relative energy table, unit eV: (1) 0.705; (2) 0.000



(1)
22
Properties=species:S:1:pos:R:3:nbo_charge:R:1 method="wB97M-V/def2-TZVPD" charge=0 spin_multiplicity=1 gap_ev=9.225 smiles="C/C=C(/C)O.O.O.O"
H -2.100 -1.116 -2.316 0.220
O 1.382 0.613 1.956 -1.003
H -0.259 0.604 2.334 0.526
C 0.430 0.440 -0.934 0.340
C 1.529 1.546 -1.309 -0.667
H 0.133 -1.597 1.838 0.473
O 0.937 -0.666 -0.332 -0.722
H 2.399 1.105 -1.832 0.227
H -1.243 -1.719 1.529 0.494
H 1.599 0.297 0.980 0.514
C -1.699 -0.879 -1.347 -0.641
H -1.291 1.237 -2.076 0.220
H -1.582 0.809 1.349 0.488
H 2.022 1.982 -0.432 0.220
O -0.444 -2.251 1.443 -0.950
H -0.796 -1.764 -1.182 0.198
O -1.078 0.102 1.868 -1.035
H 0.221 -1.145 -0.031 0.520
H 2.244 0.677 2.406 0.485
H -2.535 -1.059 -0.640 0.217
H 1.042 2.308 -1.951 0.232
C -0.911 0.475 -1.322 -0.357



(2)
22
Properties=species:S:1:pos:R:3:nbo_charge:R:1 method="wB97M-V/def2-TZVPD" charge=0 spin_multiplicity=1 gap_ev=9.518 smiles="C/C=C/CO.O.O.O"
C 0.119 -2.333 -0.942 -0.226
C -1.131 -1.536 -0.575 -0.090
H -2.246 0.909 2.298 0.476
O -2.369 1.378 1.466 -0.970
H 3.018 -2.254 -2.332 0.212
H 3.306 -1.601 -0.871 0.223
O -0.778 -0.184 -0.277 -0.792
H 2.701 -3.366 -0.954 0.217
H -1.561 -2.058 0.282 0.172
H 0.213 2.665 -0.972 0.481
C 2.635 -2.344 -1.302 -0.648
H -2.041 2.284 1.657 0.507
O 0.190 2.576 -0.019 -0.988
C 1.259 -1.738 -1.255 -0.173
H -1.478 0.280 0.229 0.510
O -0.402 3.369 2.445 -0.976
H 0.101 3.789 1.734 0.510
H -0.998 3.973 2.901 0.473
H -0.093 -3.390 -1.061 0.193
H -1.743 -1.427 -1.475 0.179
H 0.021 1.671 0.267 0.505
H 1.278 -0.662 -1.243 0.204



Relative energy table, unit eV: (1) 0.967; (2) 0.000



(1)
22
Properties=species:S:1:pos:R:3:nbo_charge:R:1 method="wB97M-V/def2-TZVPD" charge=0 spin_multiplicity=1 gap_ev=10.350 smiles="CCCC=O.O.O.O"
H 1.194 2.087 -0.921 0.489
H 0.067 0.788 -2.548 0.468
H -0.074 1.920 1.815 0.111
H 1.894 -1.994 -0.212 0.205
H 2.307 1.644 -1.834 0.459
H -1.176 0.952 -1.623 0.507
H 0.830 -0.473 2.449 0.229
O 2.160 2.033 -0.969 -0.953
C 1.111 -2.425 0.413 -0.603
H 1.570 -2.874 1.303 0.198
H 0.688 -3.269 -0.142 0.207
C -0.410 0.908 1.513 0.470
H 1.569 0.155 1.002 0.253
O -2.890 1.402 -1.302 -0.949
O -0.214 0.770 -1.627 -0.992
C 0.027 -1.409 0.727 -0.407
H -3.094 1.603 -0.371 0.500
O -1.589 0.774 1.275 -0.576
H -0.829 -1.822 1.264 0.207
H -3.314 0.533 -1.409 0.478
H -0.443 -1.125 -0.211 0.225
C 0.616 -0.179 1.409 -0.525



(2)
22
Properties=species:S:1:pos:R:3:nbo_charge:R:1 method="wB97M-V/def2-TZVPD" charge=0 spin_multiplicity=1 gap_ev=2.912
H 0.455 -1.654 0.676 0.343
C 2.208 -0.634 -0.077 0.261
H 2.538 2.401 -0.104 0.230
O -1.466 -0.025 1.525 -1.015
C 1.469 -1.874 0.249 -0.732
H 1.836 0.164 1.781 0.228
H -1.793 0.918 1.355 0.479
H -2.506 -0.488 -1.318 0.509
H -1.347 1.675 -0.853 0.529
H 2.097 -2.438 0.992 0.281
H 0.082 1.798 -0.072 0.431
H 1.287 -2.524 -0.571 0.261
H -2.196 0.337 -2.713 0.452
O -2.716 -1.718 -0.534 -1.173
H -2.228 -0.547 1.073 0.530
O -2.437 0.486 -1.786 -1.065
H 2.489 -0.492 -1.049 0.200
C 2.013 0.484 0.732 -0.328
H -2.837 -2.377 -1.204 0.431
O -0.744 2.282 -0.377 -0.972
H 1.870 2.370 1.611 0.236
C 1.924 1.856 0.664 -0.115



Relative energy table, unit eV: (1) 0.000; (2) 6.483



(1)
16
Properties=species:S:1:pos:R:3:nbo_charge:R:1 method="wB97M-V/def2-TZVPD" charge=0 spin_multiplicity=1 gap_ev=8.122
C -3.079 1.174 -0.821 -1.208
C 4.505 -0.594 0.389 -0.845
H -3.562 2.060 -0.430 0.247
H 4.245 -0.213 -0.531 0.206
H -2.366 1.525 -1.679 0.263
Si -2.550 0.032 0.523 1.937
H -4.002 0.737 -1.398 0.245
H 5.389 -0.021 0.920 0.211
Si -0.170 -1.741 -0.551 1.011
H -2.476 0.612 2.026 -0.221
O -3.520 -1.246 0.636 -1.133
H -4.140 -1.676 -0.005 0.526
H 1.108 -1.498 0.271 -0.341
H 4.769 -1.634 0.363 0.211
H 3.532 -0.496 1.008 0.216
O -1.090 -0.509 0.066 -1.325



(2)
16
Properties=species:S:1:pos:R:3:nbo_charge:R:1 method="wB97M-V/def2-TZVPD" charge=0 spin_multiplicity=1 gap_ev=9.552 smiles="C[SiH2]O.C[SiH]=O"
C -2.159 0.367 -1.669 -1.146
O 0.523 -1.306 -0.013 -1.204
H -3.721 0.174 0.344 -0.237
H -2.040 -0.454 -2.483 0.245
C 3.495 -0.851 -0.617 -1.231
Si -2.321 -0.195 0.106 1.476
H -1.250 0.925 -1.837 0.231
H 3.273 -1.602 -1.415 0.262
H -1.096 -1.823 0.759 0.514
O -1.990 -1.694 0.619 -1.080
H -1.542 0.905 1.008 -0.255
H -2.943 1.027 -1.953 0.238
H 2.104 -0.177 1.640 -0.249
H 3.917 -0.010 -1.075 0.270
Si 1.888 -0.769 0.335 1.882
H 4.495 -1.277 -0.197 0.283



Relative energy table, unit eV: (1) 0.000; (2) 1.000



(1)
52
Properties=species:S:1:pos:R:3:nbo_charge:R:1 method="wB97M-V/def2-TZVPD" charge=0 spin_multiplicity=1 gap_ev=7.778 smiles="CCOCCCNc1ccc(N2C(=O)[C@H]3CCCC[C@H]3C2=O)cc1[N+](=O)[O-]"
H -1.627 -1.970 -6.699 0.205
H -1.002 0.327 5.796 0.213
H 0.469 0.183 -5.880 0.237
C -0.735 0.351 3.670 -0.223
N -0.142 -0.453 -2.777 -0.515
C -0.002 -0.268 -1.382 0.139
H -1.746 -0.270 -5.064 0.242
C -1.021 -1.067 -4.850 -0.316
C 0.252 0.085 1.414 0.235
H 0.873 1.946 6.298 0.172
H 2.394 -1.175 -5.490 0.228
H -0.145 -3.747 -4.714 0.203
N 2.713 -0.100 1.081 0.521
H 0.853 -2.235 -7.174 0.196
H 1.789 -3.441 -6.284 0.215
H -2.233 3.727 5.920 0.188
H -1.895 0.182 1.377 0.225
C -1.101 -1.279 -3.349 0.711
O 3.625 -0.341 0.313 -0.382
C 0.395 1.901 5.313 -0.067
H 1.153 2.114 4.554 0.193
H -2.310 -2.723 -5.250 0.233
H -1.343 1.233 3.438 0.207
H -1.371 -0.542 3.606 0.193
N 0.359 0.239 2.738 -0.575
C 0.392 -0.514 -5.045 -0.315
H -0.287 4.941 6.909 0.215
H 1.306 0.256 3.109 0.433
O 2.900 0.112 2.280 -0.438
H -1.727 2.243 6.757 0.156
C -0.190 0.500 5.087 -0.432
C -1.010 0.059 0.776 -0.294
H -2.116 -0.121 -1.027 0.232
C -1.404 -2.290 -5.679 -0.394
H 0.181 3.488 7.796 0.203
C -1.370 3.179 6.306 -0.060
O 1.485 1.016 -3.479 -0.554
O -1.862 -1.982 -2.741 -0.569
C -0.658 4.025 7.361 -0.637
C 1.391 -0.076 0.578 -0.011
C 1.006 -2.687 -6.192 -0.398
C 0.680 0.159 -3.720 0.723
H 0.585 -0.246 5.272 0.213
H 2.138 -0.364 -1.396 0.263
H -0.578 -4.146 -6.378 0.214
H 1.600 -2.109 -4.221 0.201
O -0.573 2.918 5.168 -0.542
C -1.138 -0.106 -0.576 -0.135
H -1.355 4.277 8.156 0.213
C -0.290 -3.330 -5.713 -0.401
C 1.244 -0.252 -0.802 -0.174
C 1.447 -1.627 -5.191 -0.388



(2)
52
Properties=species:S:1:pos:R:3:nbo_charge:R:1 method="wB97M-V/def2-TZVPD" charge=0 spin_multiplicity=1 gap_ev=8.952 smiles="CCOc1ccc(-c2noc(CCC(=O)NC[C@@H]3CCCO3)n2)cc1OC"
O 2.044 2.887 -0.663 -0.267
H 4.144 2.889 1.431 0.239
C -0.852 1.237 0.497 -0.120
H -1.701 2.035 -1.270 0.240
C 4.264 -0.257 0.034 0.678
H 1.431 -0.710 -0.874 0.209
O 4.754 -0.031 -1.054 -0.642
C -5.475 -0.935 0.412 -0.062
H -0.611 -3.534 0.698 0.181
H -6.270 -1.361 1.030 0.186
C -4.022 1.865 -2.172 -0.252
H 3.150 -1.530 1.207 0.409
C 1.975 -2.797 -0.864 0.097
C -3.154 0.890 -0.171 0.295
H 1.922 -3.637 -1.577 0.169
O -4.215 1.087 -1.015 -0.524
C -0.266 -2.046 -0.884 -0.436
H -0.256 0.367 2.357 0.234
C -1.902 1.436 -0.398 -0.270
O 1.387 -3.204 0.367 -0.550
H -4.988 1.880 -2.674 0.201
H -5.875 -0.088 -0.151 0.193
H -3.275 1.421 -2.837 0.179
H -2.493 -0.651 2.761 0.230
H 3.909 -2.133 -1.571 0.241
C -4.924 -1.994 -0.537 -0.639
H 0.014 -1.968 1.270 0.173
N 3.624 -1.405 0.326 -0.608
H -0.701 -2.775 -1.570 0.201
C 0.060 -2.704 0.458 -0.064
H 3.960 -3.367 -0.279 0.201
C 3.954 2.126 0.671 -0.465
C -1.062 0.497 1.654 -0.184
C 1.121 -1.632 -1.366 -0.426
H 3.714 0.450 2.012 0.223
H -4.152 -1.571 -1.175 0.210
H -4.494 -2.817 0.030 0.211
H 5.395 0.770 1.520 0.238
C -3.356 0.096 0.980 0.263
H -5.725 -2.375 -1.164 0.217
H 4.524 2.373 -0.226 0.261
H -3.727 2.889 -1.923 0.183
C 3.452 -2.465 -0.636 -0.244
C 4.357 0.742 1.183 -0.479
N 1.578 1.434 0.904 -0.526
C 2.512 2.129 0.333 0.545
N 0.704 2.659 -0.737 -0.159
C -2.301 -0.063 1.878 -0.246
C 0.451 1.790 0.209 0.306
H -0.950 -1.209 -0.768 0.227
O -4.512 -0.508 1.361 -0.496
H 1.188 -1.504 -2.443 0.221



Relative energy table, unit eV: (1) 0.719; (2) 0.000



(1)
24
Properties=species:S:1:pos:R:3:nbo_charge:R:1 method="wB97M-V/def2-TZVPD" charge=0 spin_multiplicity=1 gap_ev=8.833 smiles=CCSC.O.O.O.O
H -1.907 -0.243 -0.163 0.205
H 0.473 -0.344 3.891 0.488
H 2.552 -3.110 -0.566 0.482
H -0.887 -1.782 -1.766 0.470
C 0.314 1.623 -1.288 -0.538
S -1.458 1.656 -1.614 0.179
O 0.496 -1.975 1.753 -0.955
O 1.664 -2.811 -0.797 -0.971
H 0.782 1.738 -2.265 0.230
C -2.080 0.828 -0.112 -0.739
H -3.114 1.098 0.073 0.231
H 0.987 -2.750 1.455 0.474
H 1.665 3.229 -0.669 0.218
H -1.446 1.201 0.697 0.214
H 0.111 1.115 3.371 0.474
H 0.496 0.614 -0.921 0.208
H 0.959 -1.204 1.415 0.480
O 0.646 0.330 3.232 -0.960
H -2.350 -1.808 -2.194 0.472
H 0.082 3.179 0.253 0.216
H 1.290 2.063 0.573 0.210
O -1.465 -2.082 -2.478 -0.940
H 1.330 -3.191 -1.615 0.491
C 0.860 2.624 -0.266 -0.637



(2)
24
Properties=species:S:1:pos:R:3:nbo_charge:R:1 method="wB97M-V/def2-TZVPD" charge=0 spin_multiplicity=1 gap_ev=8.526 smiles=CCSC.O.O.O.O
H 0.504 3.062 -0.608 0.498
H -2.445 0.122 0.549 0.211
H 1.334 -0.040 2.206 0.478
H 0.082 -1.567 4.298 0.468
H -0.773 -3.164 -1.971 0.218
O 0.544 -1.336 3.498 -0.945
H 0.234 3.871 0.659 0.464
C -1.508 -0.100 0.246 -0.746
H -1.448 3.901 -2.509 0.479
H -1.555 -0.028 -0.883 0.207
C 0.516 -1.775 -0.858 -0.417
H -0.194 -1.131 2.956 0.474
H 1.473 1.348 1.703 0.479
O 1.624 0.378 1.400 -0.961
H 0.154 -0.845 -1.367 0.205
O 0.803 3.179 0.336 -0.962
H 0.365 -3.848 -0.680 0.214
S -0.851 -1.772 0.554 0.067
H -0.761 0.695 0.636 0.236
H 1.398 -1.508 -0.384 0.230
O -0.598 3.395 -2.525 -0.957
H -0.196 3.621 -3.397 0.482
C 0.303 -3.096 -1.545 -0.637
H 0.993 -3.359 -2.313 0.213



Relative energy table, unit eV: (1) 0.000; (2) 0.574



(1)
14
Properties=species:S:1:pos:R:3:nbo_charge:R:1 method="wB97M-V/def2-TZVPD" charge=0 spin_multiplicity=1 gap_ev=9.621
C 0.249 -2.172 -0.249 -0.536
C -0.585 1.263 -0.295 -0.196
H 1.216 -2.688 -0.066 0.211
C 0.404 0.117 -0.355 -0.345
S 0.457 -1.149 -1.693 0.199
H 0.626 2.914 0.336 0.195
C 0.060 -0.999 0.692 -0.402
H 1.418 0.512 -0.169 0.209
H -0.598 -2.866 -0.174 0.219
H 0.755 -0.978 1.528 0.212
H -0.964 -0.786 1.122 0.213
H -1.582 1.040 -0.640 0.201
C -0.315 2.514 0.004 -0.382
H -1.142 3.277 -0.039 0.201



(2)
14
Properties=species:S:1:pos:R:3:nbo_charge:R:1 method="wB97M-V/def2-TZVPD" charge=0 spin_multiplicity=1 gap_ev=7.979 smiles="CC(C)=CC=S"
H -1.396 0.553 1.811 0.230
H -1.135 -1.870 0.202 0.225
C -0.899 1.003 0.952 -0.672
H -2.262 -0.633 -0.403 0.206
H 0.853 -1.143 -1.092 0.208
C 0.940 -0.204 -0.518 -0.321
H -0.972 -1.176 -1.460 0.226
C -1.240 -1.062 -0.394 -0.639
H -1.698 1.610 0.461 0.235
S 3.641 -0.572 -0.199 0.027
C 2.287 0.321 -0.475 -0.279
H -0.203 1.688 1.479 0.228
C -0.323 -0.008 0.059 0.119
H 2.406 1.494 -0.423 0.205



Relative energy table, unit eV: (1) 0.000; (2) 0.736



(1)
14
Properties=species:S:1:pos:R:3:nbo_charge:R:1 method="wB97M-V/def2-TZVPD" charge=0 spin_multiplicity=1 gap_ev=8.179
C 2.255 0.322 0.927 -0.695
H 0.860 0.506 -2.478 0.234
H -2.559 -1.403 -2.510 0.123
H -0.574 0.687 0.890 0.232
C -1.711 -0.099 -0.732 -0.182
C -1.512 0.170 0.821 -0.743
C 1.084 0.309 -1.472 -0.231
H 3.183 -0.218 1.034 0.241
S -2.804 -1.321 -1.156 0.119
C 1.661 0.195 -0.414 -0.020
H 1.672 -0.249 1.623 0.227
H 2.156 1.355 1.205 0.243
H -2.458 0.569 1.126 0.236
H -1.253 -0.825 1.136 0.215



(2)
14
Properties=species:S:1:pos:R:3:nbo_charge:R:1 method="wB97M-V/def2-TZVPD" charge=0 spin_multiplicity=1 gap_ev=8.364 smiles="CC1(C=S)CC1"
C -0.198 -1.173 0.731 -0.369
H 0.518 -1.493 1.588 0.234
H -0.877 -1.364 -1.415 0.225
H 0.997 -1.513 -1.199 0.256
H 1.510 1.654 0.772 0.202
C 1.357 0.762 0.282 -0.191
H -0.526 1.989 0.302 0.221
H -1.231 -1.174 1.117 0.217
S 2.813 0.122 -0.246 -0.042
C 0.107 0.145 -0.025 -0.179
H -1.387 1.165 -1.247 0.223
C 0.036 -1.190 -0.754 -0.407
H -2.040 0.891 0.278 0.213
C -1.079 1.180 -0.184 -0.602



Relative energy table, unit eV: (1) 3.141; (2) 0.000